Record 1
72
Properties=species:S:1:pos:R:3:mulliken_spin:R:1 method="wB97M-V/def2-TZVPD" e_tot_ev=-387784.152 multiplicity=2 e_homo_ha="-0.293 / -0.293" lumo_ev="-5.1 / -5.1" gap_ev="2.90 / 2.90" s_squared=0.75
O 0.9458 -1.3407 1.1185 0.000
S 1.3869 -0.5999 -0.1241 0.000
O 1.9391 -1.4945 -1.1875 0.000
F 2.6793 0.3521 0.3915 0.000
N 0.1851 0.5138 -0.6564 0.000
S -1.1174 -0.2768 -1.5224 0.000
O -1.9678 0.8199 -2.0670 0.000
O -0.6170 -1.0596 -2.7203 0.000
C -2.0548 -1.5114 -0.4745 0.000
F -1.2682 -2.7092 -0.5183 0.000
F -2.0538 -1.1372 0.9067 0.000
C -3.5105 -1.8785 -1.0394 0.000
F -3.5771 -3.3063 -1.0653 0.000
F -3.7053 -1.4941 -2.4033 0.000
C -4.7376 -1.4086 -0.1292 0.000
F -4.7594 -2.0233 1.1601 0.000
F -5.9164 -1.9035 -0.7774 0.000
C -4.9458 0.1720 -0.0072 0.000
F -4.7893 0.8722 -1.1984 0.000
F -4.2235 0.7560 1.0581 0.000
F -6.3557 0.3614 0.3683 0.000
H -0.2442 1.0265 0.1748 0.000
O 3.4578 -3.9850 1.9905 0.000
V 2.4066 -4.0443 0.6293 0.000
C -1.9167 -6.2782 0.8208 0.000
Br -1.3218 -7.6803 2.0146 0.000
Br -2.3402 -4.6481 1.7839 0.000
Br -0.6426 -5.9671 -0.6148 0.000
H -2.8425 -6.6277 0.3562 0.000
C -2.5825 4.3416 0.3787 0.000
C -1.4430 3.4483 -0.0984 0.000
O -1.6257 2.2035 0.0505 0.000
O -0.4646 4.0500 -0.5798 0.000
H -3.4068 3.7514 0.7885 0.000
H -2.2215 5.0180 1.1564 0.000
H -2.9631 4.9341 -0.4563 0.000
C -5.0224 -1.1485 -5.8410 0.000
Cl -5.2669 -1.2347 -4.0910 0.000
Cl -5.7100 -2.5588 -6.6533 0.000
H -5.5055 -0.2503 -6.2220 0.000
H -3.9539 -1.1082 -6.0458 0.000
C 6.9646 6.3393 1.1713 0.000
C 6.7868 4.8282 1.2587 0.000
N 5.5741 4.4063 1.9533 0.000
C 5.5405 2.9699 2.2226 0.000
C 5.4845 2.0215 1.0249 0.000
C 4.3209 4.9690 1.4564 0.000
C 3.9546 4.7011 -0.0034 0.000
H 6.9843 6.7935 2.1654 0.000
H 7.9125 6.5704 0.6775 0.000
H 6.1741 6.8143 0.5857 0.000
H 7.6537 4.4365 1.8023 0.000
H 6.8378 4.4127 0.2449 0.000
H 4.6963 2.7479 2.8849 0.000
H 6.4303 2.7174 2.8120 0.000
H 4.4862 1.9807 0.5927 0.000
H 5.7270 1.0044 1.3493 0.000
H 6.1992 2.2888 0.2445 0.000
H 4.3467 6.0533 1.6068 0.000
H 3.4952 4.6345 2.0943 0.000
H 4.8097 4.7943 -0.6763 0.000
H 3.2029 5.4231 -0.3341 0.000
H 3.5158 3.7111 -0.1312 0.000
B -4.5486 -8.7892 -0.8423 0.008
F -3.8369 -8.1725 -1.9196 0.002
F -5.8927 -9.0839 -1.2604 0.060
F -3.8903 -9.9981 -0.4655 0.003
F -4.5831 -7.8948 0.2767 0.001
Al -7.4929 -0.2315 1.9634 0.000
F 3.9841 -3.0498 4.0162 0.002
Cl -8.0604 -8.6853 -1.0765 0.926
Cl 5.2960 -3.6593 5.6509 -0.002

***

Record 2
71
Properties=species:S:1:pos:R:3:mulliken_charge:R:1 method="wB97M-V/def2-TZVPD" e_tot_ev=-537252.435 e_homo_ha=-0.237 charge=-1 lumo_ev=-4.9 gap_ev=1.50
O 1.6703 -2.2564 1.5548 -0.589
C 2.0643 -2.9798 0.6598 0.052
C 3.5255 -3.1229 0.4215 0.208
B 3.9040 -2.3240 -0.9709 0.770
F 4.9138 -3.0105 -1.6980 -0.387
C 4.4808 -0.8102 -0.6306 -0.247
C 3.8625 0.1963 -1.6405 -1.088
C 3.1793 1.4780 -1.0859 -1.362
C 2.2735 1.2514 0.2032 -1.164
C 1.0307 2.2306 0.3295 -0.618
C -0.2012 1.3263 0.1509 -1.069
C -0.5060 0.5693 1.4610 -0.132
S -2.2288 0.0197 1.6544 -0.014
C -2.6420 -0.5914 0.1115 0.491
N -2.6485 0.0100 -0.9994 0.012
N -3.0181 -0.8609 -1.9748 -0.493
C -3.2385 -1.9637 -1.3504 -0.003
O -3.0444 -1.8877 -0.0645 -0.209
H 1.3999 -3.5319 -0.0128 0.394
H 4.0178 -2.6886 1.3186 -0.753
H 3.7550 -4.1859 0.3233 0.525
H 2.8943 -2.3054 -1.6324 -0.268
H 4.2384 -0.5901 0.4600 -0.072
H 5.6435 -0.8922 -0.7097 0.156
H 4.6925 0.5260 -2.2578 0.431
H 3.1898 -0.3231 -2.3061 0.456
H 3.9795 2.2489 -0.9223 0.403
H 2.5352 1.8579 -1.8655 0.404
H 2.9127 1.4447 1.1265 1.917
H 1.9154 0.2299 0.2565 -0.273
H 0.9719 2.6405 1.3669 0.232
H 1.0520 3.0346 -0.3887 0.371
H -1.0575 1.9350 -0.1075 0.649
H -0.0196 0.6272 -0.6542 0.484
H -0.3183 1.2651 2.2670 0.455
H 0.1347 -0.3011 1.5433 0.032
H -3.5480 -2.8304 -1.8975 0.491
Cs 4.2416 2.1939 1.7907 1.029
O -1.3718 -2.8767 2.2540 -0.508
H -0.4039 -2.8432 2.1567 0.359
Mg 5.6288 -2.1536 0.9251 0.819
N -7.3711 -1.8360 -1.7364 -0.332
S -8.8181 -1.3085 -1.3379 1.074
O -9.8406 -1.5204 -2.3062 -0.489
O -8.8566 -0.0952 -0.5932 -0.579
F -9.1546 -2.4082 -0.2330 -0.297
S -6.6997 -1.0243 -2.9009 1.122
O -5.5668 -1.6901 -3.4608 -0.647
O -6.5746 0.3843 -2.7166 -0.559
F -7.7584 -1.1340 -4.0882 -0.250
Mg 4.5044 -3.7150 3.8467 0.319
C -11.7875 1.2375 -4.6873 -0.328
Br -12.4970 -0.5536 -4.7176 -0.038
Br -12.9153 2.4254 -3.6633 -0.052
Br -9.9719 1.2737 -4.0808 0.062
H -11.7972 1.5975 -5.7042 0.331
C 0.5602 8.1092 2.2652 0.550
F -0.6591 8.1466 2.8131 -0.227
F 0.4133 8.3039 0.9490 -0.230
F 1.2476 9.1522 2.7483 -0.225
S 1.4102 6.5201 2.6225 1.155
O 0.5475 5.5084 2.0424 -0.621
O 1.4829 6.4736 4.0651 -0.684
O 2.6976 6.6545 1.9654 -0.699
F 6.1639 -2.7080 -3.5145 -0.454
C 9.0965 -5.6349 4.9722 -0.324
Br 8.6720 -4.2424 3.7056 -0.005
Br 9.1442 -4.9585 6.7689 0.011
Br 7.8959 -7.1273 4.7989 -0.004
H 10.0883 -5.9881 4.7323 0.326
F 6.4828 0.4022 -1.7205 -0.796

***

Record 3
51
Properties=species:S:1:pos:R:3:mulliken_charge:R:1 method="wB97M-V/def2-TZVPD" e_tot_ev=-183876.411 e_homo_ha=-0.402 charge=+1 lumo_ev=-3.0 gap_ev=7.96
W 0.2760 0.2076 0.4811 1.944
C 2.1091 0.7182 2.0202 -0.634
C 2.2233 -0.5882 1.5135 -0.459
C 1.0377 -1.3351 1.8603 -0.634
C 0.1630 -0.4290 2.5755 0.065
C 0.8483 0.8452 2.6452 -0.751
H 2.8724 1.4866 1.9678 0.410
H 3.1237 -1.0160 1.0920 0.496
H 0.9721 -2.4203 1.8711 0.524
H -0.6356 -0.7446 3.2377 0.545
H 0.5638 1.6818 3.2750 0.565
O -3.2702 -0.5004 1.7756 0.044
C -4.2193 0.1742 2.5854 -1.357
C -3.9076 1.6768 2.5846 1.511
C -4.6435 2.3288 3.7738 -1.376
O -4.1971 1.7133 4.9599 -0.529
C -2.4033 1.8814 2.7836 -1.033
Se -1.4142 2.0501 1.0419 0.276
C -4.3526 2.3444 1.2857 -1.387
Se -3.2903 1.6293 -0.2336 -0.084
H -3.6152 -1.3785 1.5931 0.132
H -4.1546 -0.1902 3.6171 0.529
H -5.2402 0.0236 2.2154 0.472
H -5.7269 2.1892 3.6552 0.422
H -4.4214 3.4056 3.7874 0.484
H -4.6043 2.1550 5.7133 0.359
H -1.9894 1.0723 3.3821 0.409
H -2.2225 2.8334 3.2927 0.637
H -4.1558 3.4177 1.3240 0.452
H -5.4102 2.1813 1.0873 0.577
F 1.6859 -2.0963 -0.7724 -0.256
C 1.2111 -0.8553 -1.0598 0.127
F 2.2913 -0.1465 -1.5065 -0.258
F 0.4281 -1.0579 -2.1600 -0.251
O 1.1765 2.2714 -2.6229 -0.588
Cl 0.4791 2.2385 -1.4397 1.774
O -0.2703 3.3888 -1.1794 -0.583
O -0.4538 1.1050 -1.4036 -0.663
O 1.3394 1.9823 -0.3030 -0.702
C -2.2592 -3.5450 0.2161 -0.967
N -2.5373 -2.6447 -0.8793 0.364
C -3.3559 -3.1765 -1.9369 -0.912
C -1.9382 -1.4625 -0.9543 0.309
O -1.2056 -1.0174 -0.0352 -1.261
H -3.1862 -3.9999 0.5673 0.383
H -1.7907 -2.9920 1.0277 0.223
H -1.5811 -4.3407 -0.1052 0.345
H -4.3647 -3.3700 -1.5662 0.322
H -2.9349 -4.1189 -2.2957 0.342
H -3.4075 -2.4692 -2.7590 0.305
H -2.1209 -0.8602 -1.8501 0.341